Model P:
Density functional theory data (ωB97M-V/def2-TZVPD) for an isolated ion of composition C6H12NO and charge +1.

HOMO (spin up / spin down), eV: -13.925 / -13.926
Frontier orbital gap (spin up / spin down), eV: 8.1 / 8.1
Net charge: +1

The geometry in XYZ format:
```
20
C6H12NO (ωB97M-V/def2-TZVPD)
C -1.49546 -0.16736 -0.19271
C -2.00145 -0.02578 1.23862
C -0.04997 0.26319 -0.26965
C 0.29488 1.34129 -1.15675
C 2.13076 -1.36973 -0.64868
C 1.10880 -0.47682 0.27026
N -1.02061 0.81994 1.75137
O -1.13039 1.65738 2.62224
H -1.53405 -1.27284 -0.43630
H -2.11746 0.45295 -0.93166
H -3.06485 0.41844 1.34027
H -2.03418 -1.04313 1.84929
H 0.51465 1.05479 -2.14112
H 1.18588 1.91840 -0.84587
H -0.41942 2.17055 -1.30847
H 2.20223 -1.09689 -1.67367
H 1.78187 -2.43746 -0.68701
H 3.16088 -1.28811 -0.37991
H 1.77436 0.24411 0.57616
H 0.71352 -1.16290 1.02359
```

Here are the Löwdin charges for atoms 1 to 6, given in e:
1 C -0.11
2 C -0.17
3 C -0.15
4 C -0.01
5 C -0.01
6 C -0.13

=====

Model Q:
Density functional theory data (ωB97M-V/def2-TZVPD) for an isolated ion of composition C6H12NO and charge +1.

HOMO, eV: -12.922
Frontier orbital gap, eV: 9.1
Net charge: +1

The geometry in XYZ format:
```
20
C6H12NO (ωB97M-V/def2-TZVPD)
C 2.20032 -0.09288 -0.03570
C 1.98702 1.21048 -0.14728
C 0.93478 -0.84366 0.45642
C -0.23723 1.18274 0.72220
C -1.48520 -0.86582 0.47602
C -0.29930 0.05871 -1.41599
N -0.25072 -0.12800 0.05883
O -0.99200 2.16240 0.11610
H 3.20374 -0.50136 -0.22429
H 2.42324 2.10010 -0.33972
H 0.98563 -1.95880 0.29203
H 0.95750 -0.94790 1.59727
H -0.43528 1.14901 1.85475
H -2.23964 -0.75149 -0.28273
H -1.13831 -1.97168 0.37852
H -1.89392 -0.46595 1.46167
H -1.37032 0.30162 -1.75565
H 0.15378 1.02998 -1.50269
H 0.35116 -0.64533 -1.96657
H -0.86262 2.87892 0.72450
```

Here are the Löwdin charges for atoms 1 to 6, given in e:
1 C -0.10
2 C 0.17
3 C -0.17
4 C -0.13
5 C 0.03
6 C 0.02

=====

The energy of each structure relative to the most stable one, in hartree, is as follows: model P 0.0000; model Q 0.0071.

=====

Model P:
Density functional theory data (ωB97M-V/def2-TZVPD) for an isolated ion of composition C6H12NO and charge +1.

HOMO, eV: -14.511
Structure (SMILES): C=C/[N+](C)=C\OCC
Frontier orbital gap, eV: 10.8
Net charge: +1

The geometry in XYZ format:
```
20
C6H12NO (ωB97M-V/def2-TZVPD)
C -0.01753 -1.44239 -0.33269
C 0.94291 0.78761 0.06844
C -1.99309 0.09962 -0.57687
C 1.79168 1.36113 -0.75770
C -2.72588 0.25659 0.69810
C 2.29732 -1.22968 0.35778
N 0.98937 -0.65204 0.00199
O -1.28175 -1.20818 -0.56203
H 0.04358 -2.56726 -0.38530
H 0.20290 1.36071 0.46597
H -1.29269 0.80719 -0.86231
H -2.46810 -0.04069 -1.53823
H 2.50176 0.82910 -1.33288
H 1.71273 2.37024 -0.91238
H -3.23957 1.20291 0.78402
H -2.11647 0.42601 1.50078
H -3.33504 -0.52799 0.93708
H 2.90190 -0.93422 -0.51206
H 2.39817 -2.29711 0.67418
H 2.76660 -0.79292 1.32589
```

Here are the Löwdin charges for atoms 1 to 6, given in e:
1 C -0.05
2 C -0.10
3 C -0.13
4 C 0.12
5 C -0.02
6 C -0.01

=====

Model Q:
Density functional theory data (ωB97M-V/def2-TZVPD) for an isolated ion of composition C6H12NO and charge +1.

HOMO, eV: -14.247
Structure (SMILES): CC1(C)CC(=O)C[NH2+]1
Frontier orbital gap, eV: 10.6
Net charge: +1

The geometry in XYZ format:
```
20
C6H12NO (ωB97M-V/def2-TZVPD)
C -2.34678 -0.24796 0.00764
C -1.23293 -1.19545 0.26682
C -1.77497 1.17951 0.15434
C 0.22161 -0.24758 0.11187
C 0.56837 -0.10804 -1.40390
C 1.41432 -0.66535 0.89122
N -0.40684 1.06229 0.58874
O -3.44640 -0.33960 -0.48689
H -1.19507 -1.55528 1.28632
H -1.16825 -2.09085 -0.38559
H -1.89431 1.44468 -0.98436
H -2.34083 1.74564 0.90534
H 1.30426 -0.99037 -1.62866
H 1.11652 0.73312 -1.65304
H -0.10142 -0.27880 -2.16671
H 1.06438 -0.78407 1.91195
H 2.21228 0.16769 0.77992
H 1.99538 -1.53756 0.54850
H 0.15357 1.91690 0.18616
H -0.23754 1.02227 1.61866
```

Here are the Löwdin charges for atoms 1 to 6, given in e:
1 C -0.38
2 C 0.04
3 C -0.06
4 C -0.43
5 C -0.01
6 C -0.03

=====

The energy of each structure relative to the most stable one, in hartree, is as follows: model P 0.0439; model Q 0.0000.

=====

Model P:
Density functional theory data (ωB97M-V/def2-TZVPD) for an isolated ion of composition C6H12NO and charge +1.

HOMO, eV: -13.052
Structure (SMILES): C=C(O)C[NH2+]C(=C)C
Frontier orbital gap, eV: 9.7
Net charge: +1

The geometry in XYZ format:
```
20
C6H12NO (ωB97M-V/def2-TZVPD)
C 1.63517 -0.12813 0.12626
C 1.31667 -1.23152 0.81306
C 0.95453 1.11813 0.46349
C -1.16288 -0.05836 -0.42498
C -2.27014 0.07697 0.46245
C -0.74889 -0.98461 -1.25200
N -0.28425 1.23401 -0.44640
O 2.65254 -0.02796 -0.74958
H 1.89981 -2.13663 0.83526
H 0.52127 -1.27705 1.66813
H 0.64989 1.23214 1.47342
H 1.66846 1.93502 0.22011
H -3.21398 -0.09669 -0.10309
H -2.35691 1.12376 0.74512
H -2.52221 -0.54547 1.41662
H -1.40589 -1.91810 -1.27525
H 3.18918 -0.79785 -0.62709
H 0.26348 -0.92544 -1.74329
H -0.86598 2.01337 -0.19679
H 0.08014 1.39441 -1.40546
```

Here are the Löwdin charges for atoms 1 to 6, given in e:
1 C -0.48
2 C 0.08
3 C -0.04
4 C -0.36
5 C -0.05
6 C 0.10

=====

Model Q:
Density functional theory data (ωB97M-V/def2-TZVPD) for an isolated ion of composition C6H12NO and charge +1.

HOMO (spin up / spin down), eV: -12.700 / -11.348
Frontier orbital gap (spin up / spin down), eV: 9.2 / 6.7
Net charge: +1

The geometry in XYZ format:
```
20
C6H12NO (ωB97M-V/def2-TZVPD)
C 1.56952 -0.73946 0.13710
C 0.89813 0.37634 -0.56459
C -1.64455 0.04134 0.40354
C -0.67318 0.09517 -0.79848
C 2.22299 -1.89806 -0.44498
C 0.89786 1.74545 0.27617
N -3.12425 0.60255 0.25208
O -1.38860 -1.03294 -0.38511
H 1.26637 -0.91313 1.21999
H 1.41593 0.42940 -1.56236
H -1.31813 0.02129 1.45881
H 2.68203 -1.81586 -1.44968
H 1.45395 -2.66677 -0.22281
H 3.09468 -2.25515 0.00990
H 0.34598 1.61794 1.26235
H 0.59649 2.54237 -0.45707
H 1.92841 1.81393 0.49952
H -3.22007 1.58629 0.66417
H -3.67981 -0.18453 0.49309
H -3.32377 0.63383 -0.79163
```

Here are the Löwdin charges for atoms 1 to 6, given in e:
1 C -0.09
2 C -0.33
3 C -0.26
4 C 0.00
5 C -0.08
6 C -0.04

=====

The energy of each structure relative to the most stable one, in hartree, is as follows: model P 0.0000; model Q 0.1380.

=====

Model P:
Density functional theory data (ωB97M-V/def2-TZVPD) for a 2-piece molecular cluster, C3H7O2S overall.

HOMO, eV: -4.409
Frontier orbital gap, eV: 8.0
Net charge: -1

The geometry in XYZ format:
```
13
C3H7O2S (ωB97M-V/def2-TZVPD)
C -0.05333 -1.16175 1.12691
C -1.15587 -0.12493 1.01057
S -2.12696 -0.30402 -0.51310
H 0.62062 -1.05903 0.27076
H -0.46096 -2.17531 1.08570
H 0.51678 -1.04344 2.05108
H -1.87321 -0.19476 1.82777
H -0.68216 0.85929 1.05415
H -1.01576 -0.11875 -1.26408
O 2.33091 0.87618 -0.77876
C 1.56384 1.31744 -1.64917
O 0.37299 1.00306 -1.89590
H 1.96310 2.12603 -2.32593
```

Here are the Löwdin charges for atoms 1 to 6, given in e:
1 C -0.20
2 C -0.65
3 S 0.62
4 H 0.05
5 H 0.05
6 H 0.06

=====

Model Q:
Density functional theory data (ωB97M-V/def2-TZVPD) for a 2-piece molecular cluster, C3H7O2S overall.

HOMO, eV: -2.785
Frontier orbital gap, eV: 6.5
Net charge: -1

The geometry in XYZ format:
```
13
C3H7O2S (ωB97M-V/def2-TZVPD)
O 2.18702 2.42074 -0.09988
C 1.40646 1.53707 0.17438
C 0.65685 1.45569 1.45333
C -0.00944 0.09751 1.77812
S -0.86904 -0.69281 0.37164
H 1.13576 0.73486 -0.52415
H 1.21343 1.85111 2.31214
H -0.20360 2.11770 1.29977
H 0.73954 -0.60025 2.12764
H -0.72949 0.33577 2.56430
H -1.00871 -2.86925 -3.08739
H -2.54266 -2.93596 -2.78240
O -1.85210 -3.25039 -3.37190
```

Here are the Löwdin charges for atoms 1 to 6, given in e:
1 O -0.01
2 C -0.32
3 C -0.28
4 C -0.77
5 S 0.09
6 H 0.05

=====

Model R:
Density functional theory data (ωB97M-V/def2-TZVPD) for a 2-piece molecular cluster, C3H7O2S overall.

HOMO, eV: -4.050
Frontier orbital gap, eV: 7.9
Net charge: -1

The geometry in XYZ format:
```
13
C3H7O2S (ωB97M-V/def2-TZVPD)
C -1.97052 0.85623 -1.12634
C -1.20045 0.32266 0.07443
S -0.89191 -1.49274 0.01226
H -2.67819 0.10974 -1.49703
H -1.30709 1.33883 -1.83578
H -2.54107 1.75434 -0.86075
H -0.20252 0.78232 -0.01890
H -1.44216 0.59217 1.10287
H 0.66023 -1.36419 0.30759
O 3.69872 -0.07811 1.70589
C 2.92125 -0.69966 1.00735
O 1.63781 -0.78030 0.96828
H 3.31590 -1.34130 0.16014
```

Here are the Löwdin charges for atoms 1 to 6, given in e:
1 C -0.22
2 C -0.67
3 S 0.45
4 H 0.05
5 H 0.05
6 H 0.05

=====

The energy of each structure relative to the most stable one, in hartree, is as follows: model P 0.0000; model Q 0.0348; model R 0.0291.

=====

Model P:
Density functional theory data (ωB97M-V/def2-TZVPD) for C11H27BrN4O as an isolated structure.

HOMO, eV: -6.373
Frontier orbital gap, eV: 6.2

The geometry in XYZ format:
```
44
C11H27BrN4O (ωB97M-V/def2-TZVPD)
C -1.52492 1.08686 2.84015
C -0.02071 1.64523 3.17675
C 1.13784 1.08976 2.12734
C 1.14779 1.84747 0.67621
C 2.75107 1.95028 0.21676
C 0.38101 1.05700 -0.53554
C -0.30215 2.24642 -1.49321
N -1.44487 1.73540 -2.34243
C -1.32612 0.25880 -2.65095
C -1.26465 -0.60233 -1.25724
C -0.53811 -2.06707 -1.48411
C 0.03587 -2.76492 -0.11868
N 1.33460 -2.15700 0.40584
N 0.36463 -4.23293 -0.45384
N -0.92397 -2.80836 1.04600
O -0.66777 0.11811 -0.11077
H -1.39890 -0.04450 2.48951
H -2.27461 1.10817 3.75042
H -1.91250 1.67619 1.89628
H -0.02059 2.80996 3.30846
H 0.27508 1.19881 4.24221
H 2.17932 1.35474 2.64763
H 1.08835 -0.07783 2.08537
H 0.77725 2.96134 0.83697
H 3.16392 0.85563 0.25097
H 2.72608 2.25900 -0.93324
H 3.36154 2.71988 0.86202
H 1.19121 0.42694 -1.13563
H -0.71326 3.10643 -0.78117
H 0.61350 2.67570 -2.12556
H -1.40397 2.25648 -3.26772
H -2.33642 1.98282 -1.83328
H -2.30818 -0.10683 -3.22250
H -0.36379 -0.00380 -3.26351
H -2.39791 -0.83586 -0.96351
H 0.33228 -1.87535 -2.27700
H -1.31424 -2.77435 -2.04856
H 1.63615 -2.59964 1.30315
H 2.09112 -2.18030 -0.31592
H 1.15805 -4.58084 0.12800
H -0.50990 -4.79550 -0.24139
H -0.48803 -2.38716 1.89746
H -1.82932 -2.32632 0.85804
Br -0.46175 -1.20655 -4.18978
```

Here are the Löwdin charges for atoms 1 to 6, given in e:
1 C -0.15
2 C -0.26
3 C -0.18
4 C -0.28
5 C -0.10
6 C -0.23

=====

Model Q:
Density functional theory data (ωB97M-V/def2-TZVPD) for C11H27BrN4O as an isolated structure.

HOMO, eV: -7.082
Frontier orbital gap, eV: 6.8

The geometry in XYZ format:
```
44
C11H27BrN4O (ωB97M-V/def2-TZVPD)
C 1.08036 -2.29904 1.95369
C 1.40972 -2.96298 0.61967
C 0.89286 -2.23382 -0.62267
C 1.67365 -0.97492 -1.01803
C 1.71325 -0.89719 -2.55678
C 1.06441 0.35740 -0.54145
C 2.22759 1.27197 -0.17305
N 1.80893 2.34444 0.77072
C 0.34841 2.72591 0.62343
C -0.47843 1.44064 0.91179
C -1.89474 1.49684 0.29339
C -2.63358 0.18552 0.09455
N -2.15790 -0.54309 -1.06706
N -4.04422 0.55303 -0.15965
N -2.59291 -0.71284 1.25649
O 0.21450 0.23058 0.56957
H 0.06548 -1.91729 1.90882
H 1.14976 -2.98513 2.79042
H 1.70800 -1.42343 2.10512
H 2.47739 -3.16910 0.54530
H 0.91639 -3.93607 0.62192
H 1.02024 -2.94332 -1.44142
H -0.17093 -2.05154 -0.53702
H 2.70354 -1.11111 -0.68682
H 0.69056 -0.95682 -2.92072
H 2.07642 0.08499 -2.86066
H 2.34426 -1.66676 -2.98358
H 0.47779 0.77058 -1.36380
H 2.99206 0.67773 0.31362
H 2.63479 1.68422 -1.09038
H 2.34828 3.17732 0.55756
H 2.04077 2.03151 1.71090
H 0.10611 3.44775 1.38654
H 0.11244 3.17412 -0.39786
H -0.61873 1.40378 1.99559
H -1.82345 2.00346 -0.66466
H -2.48780 2.15668 0.91812
H -2.64760 -1.42062 -1.16454
H -2.24817 0.01584 -1.90279
H -4.47494 -0.13419 -0.75943
H -4.53732 0.56759 0.72060
H -2.23697 -1.61980 0.99739
H -2.02028 -0.35568 2.00521
Br -1.23000 4.51286 -0.75803
```

Here are the Löwdin charges for atoms 1 to 6, given in e:
1 C -0.10
2 C -0.25
3 C -0.18
4 C -0.30
5 C -0.05
6 C -0.30

=====

The energy of each structure relative to the most stable one, in hartree, is as follows: model P 0.2780; model Q 0.0000.

=====

Model P:
Density functional theory data (ωB97M-V/def2-TZVPD) for one molecule with the formula C20H25NO3.

HOMO, eV: -6.844
Structure (SMILES): CC[C@@H](C(=O)O)C(=O)Nc1cc(C)c2cc(C(C)C)ccc(C)c1-2
Frontier orbital gap, eV: 6.5

The geometry in XYZ format:
```
49
C20H25NO3 (ωB97M-V/def2-TZVPD)
O -1.52525 -0.54765 5.79140
O 0.99779 -2.03009 3.40180
O -1.48526 0.91762 4.18432
C -0.93791 -0.02694 4.91337
C 0.54591 -0.90282 3.28578
C 0.67528 -1.94682 0.46296
C -0.78677 1.88872 -1.77013
C -1.01748 1.43220 -3.04291
C -0.47907 -0.86464 -2.80114
C -0.20418 -0.96371 -1.42330
C -0.28727 0.01046 -0.29898
C 0.19962 -0.70925 0.83400
C 0.35884 -2.13947 -0.89009
C -0.52506 1.37051 -0.52040
C -0.71417 0.23104 -3.61310
N 0.25353 -0.18363 2.15072
C 0.62866 -3.45172 -1.61218
C -0.59146 2.41013 0.55524
C 1.62429 1.19965 6.47188
C -1.35304 -0.89568 -5.92284
C 0.77375 0.42551 -5.45543
C 0.43224 -0.31742 4.64693
C 1.31198 0.95739 4.99288
C -0.71564 0.29842 -5.15828
H -2.29927 1.09478 4.66151
H 1.15247 -2.71972 1.03846
H -1.06650 2.91631 -1.73945
H -1.34333 2.19368 -3.74765
H -0.14612 -1.62974 -3.39620
H -0.08531 0.71743 2.36047
H -0.41466 -3.86039 -1.94021
H 1.22081 -3.29522 -2.52076
H 1.11270 -4.14945 -0.88807
H -0.88459 1.98846 1.47483
H 0.35989 2.95428 0.58664
H -1.34212 3.14861 0.28621
H 1.16166 0.29420 7.01192
H 1.16605 2.07208 6.80584
H 2.71050 1.30476 6.70047
H -2.43054 -0.94928 -5.77941
H -1.10309 -0.65546 -7.02264
H -0.95219 -1.87748 -5.66050
H 1.33306 -0.45805 -5.13965
H 1.13861 1.34663 -4.88400
H 0.90033 0.50019 -6.54259
H 0.77671 -1.01862 5.37617
H 0.86990 1.86095 4.62613
H 2.27563 0.81470 4.50581
H -1.28992 1.24453 -5.35583
```

Here are the Löwdin charges for atoms 1 to 6, given in e:
1 O 0.16
2 O 0.09
3 O 0.14
4 C -0.59
5 C -0.40
6 C 0.04

=====

Model Q:
Density functional theory data (ωB97M-V/def2-TZVPD) for one molecule with the formula C20H25NO3.

HOMO, eV: -8.735
Structure (SMILES): CCC(=O)c1ccc(OC[C@H](O)CN[C@@H](C)c2ccccc2)cc1
Frontier orbital gap, eV: 9.3

The geometry in XYZ format:
```
49
C20H25NO3 (ωB97M-V/def2-TZVPD)
C 7.24698 1.85737 0.23121
C 5.78823 1.62902 -0.14177
C 5.29408 0.27368 0.32862
O 6.00480 -0.48158 0.95609
C 3.90095 -0.09139 -0.02126
C 3.45780 -1.36825 0.32402
C 2.18103 -1.79955 0.03145
C 1.29937 -0.94704 -0.62939
C 1.73278 0.33821 -0.97313
C 3.00837 0.75961 -0.67679
H 3.30298 1.75840 -0.95780
H 1.04015 0.98977 -1.48294
O 0.03168 -1.25082 -1.00227
C -0.52853 -2.50049 -0.66185
C -1.00437 -2.58114 0.80519
O -1.68143 -3.79354 1.00404
H -2.57411 -3.66062 0.64972
C -1.91983 -1.39614 1.16955
N -3.18053 -1.52826 0.44781
H -3.96567 -1.44896 1.08452
C -3.36548 -0.58005 -0.64932
C -3.47166 0.85219 -0.16602
C -4.49255 1.24489 0.69136
C -4.56558 2.54688 1.15158
C -3.61326 3.47493 0.76580
C -2.58783 3.09282 -0.08138
C -2.51859 1.78967 -0.54215
H -1.71614 1.49225 -1.20277
H -1.83895 3.81083 -0.38264
H -3.67018 4.49139 1.12620
H -5.36782 2.83822 1.81399
H -5.24226 0.53060 1.00395
C -4.59840 -0.98945 -1.45506
H -5.49558 -0.93851 -0.84304
H -4.72289 -0.32548 -2.30646
H -4.48504 -2.00919 -1.81424
H -2.48352 -0.65665 -1.29263
H -1.40878 -0.45426 0.94243
H -2.09702 -1.43412 2.24712
H -0.13983 -2.58713 1.47735
H 0.16455 -3.32281 -0.86968
H -1.39808 -2.61509 -1.31447
H 1.88531 -2.79625 0.31725
H 4.14847 -2.02424 0.83283
H 5.15959 2.39905 0.31221
H 5.66123 1.68613 -1.22541
H 7.37166 1.79837 1.30936
H 7.58042 2.83428 -0.11057
H 7.87346 1.09251 -0.22058
```

Here are the Löwdin charges for atoms 1 to 6, given in e:
1 C -0.10
2 C -0.19
3 C -0.37
4 O 0.09
5 C -0.16
6 C 0.00

=====

The energy of each structure relative to the most stable one, in hartree, is as follows: model P 0.0891; model Q 0.0000.